# C29H41BFeN6O4

A structure of composition C29H41BFeN6O4 at a distorted geometry (wB97M-V/def2-TZVPD, OMol25).

* E_tot: -3047.56990 a.u.
* <S²>: 8.774
* net charge: +1
* 2S+1: 6
* orbital gap (alpha / beta): 4.89 / 7.11 eV

Each line ends with the Löwdin spin population.
Cartesian coordinates (Å):
1 Fe 0.26066 -0.45169 0.16179  3.77
2 C -1.37169 -3.58309 0.21180  0.00
3 O -1.07905 -2.32828 -0.38309  0.03
4 C -1.59873 -2.07881 -1.65075  0.05
5 C -1.77639 -3.06701 -2.59403  0.00
6 C -2.31693 -2.75883 -3.83863  0.07
7 C -2.67248 -1.45137 -4.13390  0.00
8 C -2.47972 -0.44803 -3.20875  0.06
9 C -1.93870 -0.73117 -1.94338  0.03
10 N -1.67359 0.19840 -0.98497  0.31
11 N -2.28888 1.31960 -0.93756  0.43
12 C -1.90197 2.27264 0.02047  0.05
13 C -1.56647 1.75439 1.41128  0.02
14 O -1.11351 0.59288 1.57924  0.06
15 C -1.69369 2.66371 2.48635  0.01
16 C -2.16186 3.93761 2.34198  0.01
17 C -2.65407 4.41408 1.10013  0.00
18 C -3.16281 5.71626 0.97234  0.00
19 C -3.70361 6.15036 -0.21297  0.00
20 C -3.79107 5.27854 -1.29826  0.00
21 C -3.27427 3.99946 -1.20509  0.00
22 C -2.67988 3.55872 -0.02581  0.00
23 H -2.38314 -3.91363 -0.04108  0.00
24 H -1.31273 -3.44336 1.29233  0.00
25 H -0.65657 -4.35549 -0.09130  0.00
26 H -1.48520 -4.08194 -2.36733  0.00
27 H -2.45800 -3.54904 -4.55876  0.00
28 H -3.10108 -1.22346 -5.09943  0.00
29 H -2.72726 0.57617 -3.43487  0.00
30 H -1.43962 2.27824 3.46303  0.00
31 H -2.21961 4.59440 3.19878  0.00
32 H -3.10865 6.37879 1.82374  0.00
33 H -4.06403 7.16296 -0.31205  0.00
34 H -4.25211 5.60879 -2.21716  0.00
35 H -3.31182 3.32231 -2.04523  0.00
36 N 1.41790 -2.11406 1.59501  0.02
37 C 2.86758 -1.99682 1.76642  0.00
38 C 3.26746 -0.71508 2.49384  0.00
39 C 3.21992 0.54508 1.62904  0.00
40 N 1.84898 0.99770 1.39187  0.02
41 H 0.96313 -2.04560 2.50081  0.00
42 H 1.20547 -3.03207 1.21479  0.00
43 H 3.30745 -2.01079 0.76571  0.00
44 H 3.25959 -2.85567 2.32998  0.00
45 H 4.28765 -0.84096 2.85719  0.00
46 H 2.61569 -0.58745 3.36207  0.00
47 H 3.67879 0.34932 0.65463  0.00
48 H 3.81561 1.32004 2.13002  0.00
49 H 1.84937 1.89596 0.91594  0.00
50 H 1.38063 1.14804 2.28355  0.00
51 C 3.98320 -1.87271 -3.79171  0.00
52 N 2.82000 -1.00815 -3.89813  0.00
53 C 2.55278 -0.25719 -5.11217  0.00
54 C 2.10346 -0.77650 -2.84254  0.00
55 N 1.47822 -0.56445 -1.89346  0.02
56 H 4.53026 -1.85660 -4.73107  0.00
57 H 3.68608 -2.90309 -3.58461  0.00
58 H 4.65448 -1.53807 -2.99801  0.00
59 H 3.17108 -0.64397 -5.91873  0.00
60 H 2.77969 0.80476 -4.98272  0.00
61 H 1.50579 -0.35787 -5.40012  0.00
62 C 2.45946 4.72602 -0.04803  0.00
63 C 1.05909 4.56474 -0.62562  0.00
64 C 0.36185 5.92960 -0.66382  0.00
65 O 0.29029 3.73767 0.27125  0.00
66 B -0.52501 2.97379 -0.49602  0.02
67 O -0.19908 2.95659 -1.80158  0.00
68 C 0.95620 3.78974 -1.99125  0.00
69 C 0.70725 4.66487 -3.21464  0.00
70 C 2.13587 2.84778 -2.24456  0.00
71 H 2.37059 5.17705 0.93725  0.00
72 H 3.05528 5.37969 -0.67745  0.00
73 H 2.97404 3.77633 0.06110  0.00
74 H 0.30473 6.32280 0.34959  0.00
75 H -0.65344 5.82313 -1.04014  0.00
76 H 0.90922 6.63236 -1.28536  0.00
77 H -0.26331 5.14778 -3.15876  0.00
78 H 0.70653 4.03506 -4.09983  0.00
79 H 1.47972 5.42018 -3.31397  0.00
80 H 2.24353 2.14997 -1.41624  0.00
81 H 3.06061 3.39519 -2.40150  0.00
82 H 1.91267 2.25864 -3.12964  0.00

Forces on atoms 1 to 2 (eV/Å):
Fe -1.3 0.4 0.1
C 0.0 -0.2 0.2